Record 1
{"formula": "C3H9N3O", "method": "ωB97M-V/def2-TZVPD", "elements": ["H", "H", "H", "C", "N", "H", "H", "H", "O", "C", "H", "C", "H", "N", "N", "H"], "xyz": [[0.37, -1.54, 1.24], [1.18, 2.77, -2.29], [-1.11, -2.30, 1.82], [-0.66, -1.76, 0.98], [-1.35, -0.51, 0.69], [-0.64, -2.40, 0.09], [-0.01, 1.78, -1.48], [-3.03, 0.56, 0.97], [3.14, 1.61, -1.40], [1.99, 1.35, -1.12], [-3.02, -1.16, 1.73], [-2.51, -0.38, 1.16], [0.72, -0.10, -0.46], [1.62, 0.32, -0.28], [0.93, 2.10, -1.58], [2.37, -0.32, -0.07]], "orbital_gap_ev": 10.5, "de_lowest_ev": 0.686, "total_energy_ev": -9774.853, "homo_ev": -9.7, "mol_weight_g_mol": 103.12, "smiles": "NC(N)=O.C=NC", "largest_force_ev_per_a": 0.299}

Record 2
{"formula": "C6H7NO2S2", "method": "ωB97M-V/def2-TZVPD", "elements": ["H", "S", "H", "C", "S", "C", "O", "H", "C", "C", "H", "H", "H", "C", "C", "O", "H", "N"], "xyz": [[1.63, -1.87, -0.06], [1.19, 0.60, -1.48], [-1.00, 3.27, 2.09], [-0.18, 0.87, -0.12], [-2.46, 2.05, 0.42], [-2.06, -0.21, -1.16], [0.65, 0.57, -2.79], [-3.07, -0.26, -1.62], [0.18, 1.85, 0.81], [1.35, -1.10, 0.59], [0.95, -1.45, 1.59], [-1.60, -1.16, -1.32], [2.26, -0.60, 0.67], [-1.59, 0.84, -0.43], [-0.91, 2.58, 1.21], [2.56, 0.90, -1.16], [1.17, 2.15, 1.18], [0.47, -0.45, -0.34]], "orbital_gap_ev": 7.4, "de_lowest_ev": 3.745, "total_energy_ev": -33586.168, "homo_ev": -7.8, "mol_weight_g_mol": 189.26, "smiles": "C=C1SC=C[C@@]12N(C)S2(=O)=O", "largest_force_ev_per_a": 4.327}

Record 3
{"formula": "C4H5N3", "method": "ωB97M-V/def2-TZVPD", "elements": ["H", "C", "H", "C", "H", "H", "N", "C", "N", "C", "N", "H"], "xyz": [[0.40, 1.78, -0.10], [-1.20, -0.77, -0.10], [-1.92, 1.13, 0.34], [-2.17, 0.11, 0.05], [-1.44, -1.85, -0.11], [-3.27, -0.11, -0.04], [1.18, -1.41, 0.00], [0.83, 0.80, -0.05], [2.31, -0.82, 0.08], [0.21, -0.43, 0.00], [2.15, 0.48, -0.05], [2.92, 1.09, -0.03]], "orbital_gap_ev": 9.8, "de_lowest_ev": 2.279, "total_energy_ev": -8697.533, "homo_ev": -9.0, "mol_weight_g_mol": 95.11, "smiles": "C=Cc1c[nH]nn1", "largest_force_ev_per_a": 2.690}

Record 4
{"formula": "C26H48F3N3O6P2S", "method": "ωB97M-V/def2-TZVPD", "elements": ["C", "H", "H", "C", "H", "H", "C", "C", "F", "H", "C", "C", "H", "C", "C", "H", "C", "H", "F", "C", "H", "H", "H", "H", "N", "H", "H", "H", "H", "H", "H", "P", "H", "H", "O", "H", "C", "H", "H", "O", "H", "H", "H", "H", "H", "C", "H", "H", "C", "H", "H", "H", "S", "C", "C", "C", "H", "N", "H", "H", "H", "C", "N", "O", "H", "H", "H", "H", "C", "F", "H", "C", "C", "H", "C", "C", "H", "H", "P", "C", "H", "H", "O", "H", "C", "O", "C", "O", "C"], "xyz": [[-3.52, -0.08, 0.30], [10.05, 0.47, -5.54], [8.55, 2.24, -5.84], [5.16, 0.28, -6.26], [4.80, 1.30, -6.05], [5.49, -2.57, 0.42], [-1.94, 1.49, 2.32], [-8.53, 2.46, 4.69], [-9.18, 1.34, 5.04], [-8.55, 0.52, 7.54], [-4.90, 1.66, 2.32], [2.52, -2.78, -2.05], [9.21, -2.97, -6.59], [-7.26, 2.18, 3.91], [-5.24, 0.86, 3.38], [-3.59, 0.17, -0.76], [9.23, 0.28, -6.25], [-2.31, 1.60, 3.33], [-9.41, 3.17, 3.97], [8.11, 1.26, -5.97], [10.64, -1.94, -6.40], [-0.15, 2.27, 1.39], [4.33, -0.31, -6.68], [-2.57, -0.61, 0.43], [-5.61, 3.63, 1.01], [-0.38, 1.13, -0.87], [-6.69, 1.77, 6.69], [-1.48, 0.50, 2.29], [-0.29, -1.62, -0.75], [-1.44, 3.48, 1.59], [0.20, -0.79, 0.76], [-4.15, -0.57, 3.76], [4.56, -2.70, -2.69], [-5.60, 0.44, 7.03], [8.79, -1.05, -6.08], [-3.85, 0.16, 6.08], [-3.87, -0.79, 5.56], [-4.56, -1.50, 6.01], [-7.74, -1.01, 7.12], [4.32, -1.59, -0.99], [-2.87, -1.20, 5.65], [3.74, -0.40, -4.15], [-4.57, -2.17, 2.04], [6.38, -1.90, -0.98], [2.48, -1.97, 0.49], [-7.61, -0.01, 7.52], [-5.97, -2.16, 3.11], [5.72, -0.81, 0.26], [0.56, -1.22, -0.19], [2.36, -3.51, -2.85], [9.60, -1.78, -7.84], [9.60, 0.44, -7.27], [-6.84, 4.66, 1.09], [-6.43, 1.12, 4.19], [4.00, -2.74, -1.75], [-0.94, 2.63, 2.04], [7.59, 1.00, -5.04], [-7.60, 4.08, 2.36], [2.16, -1.81, -2.41], [-0.31, 0.06, -2.31], [-4.38, -0.68, 0.56], [4.76, -0.04, -3.97], [-6.68, 0.18, 5.25], [1.72, -3.25, -0.97], [5.83, 0.56, -8.25], [1.08, -2.96, 0.91], [0.85, 1.39, -2.13], [5.16, -0.55, -3.09], [-4.88, -2.12, 3.08], [-8.29, 3.18, 5.79], [-4.42, -2.97, 3.58], [9.61, -1.97, -6.76], [-6.94, 3.02, 2.80], [4.28, -3.65, -1.20], [1.52, -2.35, 0.12], [0.29, 0.64, -1.59], [4.75, 1.03, -3.77], [-0.52, 2.96, 2.99], [-3.42, 1.54, 1.20], [-6.57, 0.69, 6.62], [6.80, -0.61, -7.35], [-7.58, -0.25, 5.10], [7.20, 1.41, -7.05], [-7.21, -0.15, 8.52], [6.28, 0.35, -7.27], [5.60, -0.34, -5.07], [-5.77, 2.77, 2.01], [1.21, -0.20, -0.92], [5.54, -1.73, -0.29]], "orbital_gap_ev": 6.7, "total_energy_ev": -82056.850, "homo_ev": -7.6, "mol_weight_g_mol": 649.69, "largest_force_ev_per_a": 2.035}

Record 5
{"formula": "CH4BBr", "method": "ωB97M-V/def2-TZVPD", "elements": ["H", "Br", "H", "H", "C", "H", "B"], "xyz": [[-0.28, 0.90, 0.38], [2.21, -1.87, -1.31], [0.83, -1.52, 0.90], [-0.20, 0.68, -1.12], [-0.20, 0.06, -0.25], [-1.10, -0.52, -0.16], [1.00, -0.97, -0.14]], "orbital_gap_ev": 10.4, "de_lowest_ev": 0.699, "total_energy_ev": -71820.627, "homo_ev": -10.1, "mol_weight_g_mol": 106.76, "smiles": "CBBr", "largest_force_ev_per_a": 2.702}

Record 6
{"formula": "C5H9F2NO", "method": "ωB97M-V/def2-TZVPD", "elements": ["C", "C", "H", "H", "H", "F", "C", "H", "H", "H", "C", "F", "C", "N", "H", "O", "H", "H"], "xyz": [[-1.23, 1.52, 0.23], [0.03, 0.84, 0.73], [-1.17, 1.02, -0.78], [-1.09, 2.60, 0.11], [-0.54, -1.04, -2.08], [-0.31, -3.78, -1.37], [1.62, -1.07, -1.75], [-0.06, -3.27, -0.46], [-2.15, 1.37, 0.73], [2.64, -1.33, -1.62], [0.69, -1.33, 1.03], [1.58, -3.37, 1.20], [0.50, -1.18, -2.09], [0.51, -2.57, 0.86], [1.64, -0.88, 1.17], [-0.30, -0.46, 0.83], [0.61, 1.01, -0.19], [0.51, 1.06, 1.76]], "multiplicity": 3, "orbital_gap_ev": [7.4, 7.3], "de_lowest_ev": 4.621, "total_energy_ev": -14293.011, "homo_ev": [-6.5, -10.8], "mol_weight_g_mol": 137.13, "s_squared": 2.0060, "largest_force_ev_per_a": 10.916}